Entry 1:
13
Properties=species:S:1:pos:R:3 method="wB97M-V/def2-TZVPD" smiles="F[C@@H](Cl)[C@H]1CN1C=S" homo_ev=-8.7 homo_lumo_gap_ev=8.82 charge=0 de_lowest_kcal_mol=64.8 multiplicity=1
F -0.483 -1.258 1.097
C -1.031 -1.021 -0.195
Cl -2.975 -1.086 -0.172
C -0.506 0.293 -0.730
C -0.247 1.308 0.331
N 0.831 0.499 -0.211
C 1.873 -0.132 0.278
S 2.662 -1.468 -0.263
H -0.720 -2.049 -0.631
H -0.524 0.707 -1.748
H -1.058 1.164 1.295
H -0.232 2.477 -0.084
H 2.410 0.567 1.032

---

Entry 2:
12
Properties=species:S:1:pos:R:3 method="wB97M-V/def2-TZVPD" smiles=Cc1ccn(Cl)n1 homo_ev=-9.2 homo_lumo_gap_ev=9.92 charge=0 de_lowest_kcal_mol=45.7 multiplicity=1
C -0.238 0.026 -1.326
C -0.165 0.624 0.035
C 0.233 -0.018 1.229
C 0.118 0.925 2.219
N -0.314 2.060 1.652
Cl -0.609 3.563 2.369
N -0.504 1.876 0.239
H 0.569 0.405 -1.952
H -0.162 -1.056 -1.263
H -1.180 0.301 -1.795
H 0.555 -1.031 1.352
H 0.299 0.866 3.273